<i>
# C2H2N4O2

A single C2H2N4O2 molecule (wB97M-V/def2-TZVPD, OMol25).

Each line ends with the Mulliken charge.
Element x y z (Å)
1 C -1.004 -0.031 -1.167  0.496
2 C 1.191 0.303 1.751  0.075
3 H -1.362 0.075 -3.090  0.345
4 H 2.182 -0.077 1.889  0.360
5 N -1.829 0.234 -2.083  -0.577
6 N 0.404 -0.363 -1.654  -0.177
7 N 1.075 -0.508 -0.619  -0.314
8 N 0.408 -0.420 0.554  0.437
9 O 0.696 1.007 2.557  -0.347
10 O -0.989 -0.286 0.482  -0.298

Summary:
Molar mass   114.1 g mol⁻¹
LUMO level   -0.20 eV
SMILES   [H]/N=c1\nnn(C=O)o1
Gap between HOMO and LUMO   0.3587 Eh


<ii>
# C2H2N4O2

A single C2H2N4O2 molecule (wB97M-V/def2-TZVPD, OMol25).

Each line ends with the Mulliken charge.
Element x y z (Å)
1 C 0.097 -0.504 1.129  0.004
2 C 0.160 0.103 -1.250  0.487
3 H 0.159 -2.255 1.790  0.257
4 H 0.139 -0.054 2.159  0.329
5 N 0.249 -1.756 0.910  -0.477
6 N 0.165 0.383 0.046  0.179
7 N -0.640 2.142 -1.160  0.051
8 N -0.443 1.215 -1.939  -0.193
9 O -0.430 1.661 0.128  -0.121
10 O 0.543 -0.935 -1.813  -0.515

Summary:
Molar mass   114.1 g mol⁻¹
LUMO level   -0.71 eV
SMILES   [H]/N=C/n1onnc1=O
Gap between HOMO and LUMO   0.3580 Eh


Name the least stable of them. <i>.


<i>
# C4H9N2

An isolated ion of composition C4H9N2 and charge +1 (wB97M-V/def2-TZVPD, OMol25).

Each line ends with the Löwdin spin population.
Element x y z (Å)
1 C -2.307 0.739 -0.315  0.416
2 C 0.022 -0.342 0.121  0.397
3 C -0.520 -1.765 0.251  0.057
4 C 1.837 1.307 0.380  0.025
5 N -1.115 0.964 -0.067  0.691
6 N 1.180 -0.018 0.462  0.232
7 H -2.857 1.629 -0.270  0.058
8 H -2.792 -0.217 -0.720  0.073
9 H 0.283 -2.621 0.286  0.007
10 H -1.154 -1.902 -0.711  0.010
11 H -1.195 -1.568 1.084  0.009
12 H 1.268 2.212 0.509  0.006
13 H 2.273 1.423 -0.630  0.009
14 H 2.758 1.392 1.057  0.001
15 H 1.804 -0.720 0.589  0.011

Summary:
Molar mass   85.1 g mol⁻¹
Total charge   +1
LUMO level (spin up / spin down)   -4.18 / -8.20 eV
<S²>   2.01
Gap between HOMO and LUMO (spin up / spin down)   0.2362 / 0.2880 Eh
Spin multiplicity   3


<ii>
# C4H9N2

A 2-piece molecular cluster, C4H9N2 overall (wB97M-V/def2-TZVPD, OMol25).

Each line ends with the Löwdin spin population.
Element x y z (Å)
1 C 0.218 0.493 -0.543  0.271
2 C 2.529 -0.295 -0.211  0.007
3 C -3.483 -0.487 0.232  0.828
4 C 1.328 0.243 0.438  0.059
5 N -0.802 1.365 -0.124  0.296
6 N -1.152 0.237 -0.222  0.352
7 H 0.622 0.550 -1.529  0.002
8 H 3.006 0.360 -0.854  0.001
9 H 2.380 -1.369 -0.732  0.002
10 H 3.404 -0.449 0.494  0.000
11 H -3.565 0.558 -0.227  0.042
12 H -3.747 -0.508 1.352  0.042
13 H -3.168 -1.442 -0.235  0.044
14 H 1.543 1.198 0.860  0.031
15 H 0.888 -0.453 1.302  0.024

Summary:
Molar mass   85.1 g mol⁻¹
Total charge   +1
LUMO level (spin up / spin down)   -6.56 / -9.99 eV
<S²>   2.01
Gap between HOMO and LUMO (spin up / spin down)   0.2158 / 0.2480 Eh
Spin multiplicity   3


Name the least stable of them. <ii>.


<i>
# C6H12O3

C6H12O3 as an isolated structure (wB97M-V/def2-TZVPD, OMol25).

Each line ends with the Mulliken charge.
Element x y z (Å)
1 C 0.348 1.279 -0.058  1.331
2 C -0.912 0.876 0.441  -0.845
3 C -0.505 -1.906 0.530  -0.630
4 C 1.219 2.220 0.734  -1.454
5 C -0.733 -2.345 -0.904  -0.899
6 C 1.382 -0.411 0.177  0.029
7 O 0.348 1.480 -1.442  -0.636
8 O -2.003 0.839 -0.415  -0.514
9 O 2.310 -0.538 0.851  -0.355
10 H 1.248 1.420 -1.782  0.379
11 H -1.660 0.920 -1.317  0.368
12 H -0.687 -0.561 0.622  0.146
13 H -1.198 1.225 1.428  0.391
14 H 0.306 -2.444 1.014  0.353
15 H -1.398 -2.072 1.139  0.375
16 H 0.926 3.253 0.537  0.384
17 H 1.123 2.023 1.801  0.355
18 H 2.271 2.101 0.463  0.351
19 H -1.487 -1.715 -1.378  0.236
20 H 0.182 -2.260 -1.490  0.276
21 H -1.078 -3.382 -0.949  0.359

Summary:
Molar mass   132.2 g mol⁻¹
LUMO level   0.37 eV
Gap between HOMO and LUMO   0.2938 Eh


<ii>
# C6H12O3

A 2-piece molecular cluster, C6H12O3 overall (wB97M-V/def2-TZVPD, OMol25).

Each line ends with the Mulliken charge.
Element x y z (Å)
1 C -1.345 2.232 -0.685  -0.638
2 C 1.789 -0.588 -0.502  -1.345
3 C 0.855 0.029 0.498  1.061
4 C 1.208 1.080 1.241  -1.256
5 O -0.575 1.198 -1.245  -0.463
6 H -2.361 2.224 -1.087  0.309
7 H -1.418 2.154 0.405  0.227
8 H -0.852 3.174 -0.919  0.221
9 H 1.939 -1.649 -0.307  0.294
10 H 1.364 -0.493 -1.500  0.308
11 H 2.752 -0.087 -0.509  0.398
12 H 0.572 1.470 2.019  0.298
13 H 2.136 1.594 1.056  0.256
14 C -0.861 -1.757 -0.026  0.690
15 C -0.225 -0.973 1.065  -0.649
16 O -1.454 -1.276 -0.985  -0.674
17 O -0.650 -3.071 0.063  -0.447
18 H -1.038 -3.527 -0.701  0.361
19 H -1.101 0.300 -1.219  0.351
20 H 0.246 -1.664 1.769  0.298
21 H -0.980 -0.369 1.570  0.399

Summary:
Molar mass   132.2 g mol⁻¹
LUMO level   0.58 eV
SMILES   C=C(C)CC(=O)O.CO
Gap between HOMO and LUMO   0.3436 Eh


Name the least stable of them. <i>.


<i>
# C3H9N2O2S

A 2-piece molecular cluster, C3H9N2O2S overall (wB97M-V/def2-TZVPD, OMol25).

Each line ends with the Löwdin spin population.
Element x y z (Å)
1 N -0.653 -1.003 1.606  0.034
2 C 0.126 0.053 0.995  0.033
3 C 1.137 -0.226 -0.108  0.063
4 S 1.899 -1.834 0.450  0.846
5 C -0.825 1.174 0.358  0.002
6 N -1.842 1.559 1.173  0.003
7 O -0.647 1.695 -0.725  0.001
8 H -0.378 -1.233 2.565  0.003
9 H -0.636 -1.871 1.067  0.003
10 H 0.560 0.679 1.809  0.000
11 H 0.637 -0.581 -0.992  0.010
12 H 1.771 0.635 -0.228  0.001
13 H -2.007 1.183 2.086  0.000
14 H -2.617 2.022 0.735  0.000
15 H -0.988 0.298 -2.669  0.000
16 H -0.288 1.257 -3.545  0.000
17 O -0.729 0.397 -3.608  0.000

Summary:
Molar mass   137.2 g mol⁻¹
LUMO level (spin up / spin down)   0.61 / -2.05 eV
<S²>   0.75
Gap between HOMO and LUMO (spin up / spin down)   0.3703 / 0.2590 Eh
Spin multiplicity   2


<ii>
# C3H9N2O2S

A 3-piece molecular cluster, C3H9N2O2S overall (wB97M-V/def2-TZVPD, OMol25).

Each line ends with the Löwdin spin population.
Element x y z (Å)
1 N 0.961 -0.888 -0.917  -0.172
2 C 0.562 -0.267 0.326  0.018
3 C -0.486 -1.102 1.125  0.070
4 S -1.362 0.079 2.233  0.829
5 C -1.557 2.331 -0.697  0.093
6 N -0.695 3.366 -0.658  0.209
7 O -2.328 1.946 -1.561  0.651
8 H 1.308 -0.181 -1.546  -0.003
9 H 1.390 -0.231 1.062  -0.008
10 H 0.203 0.740 0.191  0.009
11 H -0.097 -1.977 1.730  0.012
12 H -1.259 -1.606 0.553  0.001
13 H -1.530 1.798 0.280  0.066
14 H -1.121 4.179 -1.161  0.001
15 H 2.386 -3.634 -0.192  -0.013
16 H 1.454 -1.799 -0.931  -0.004
17 O 2.172 -2.754 0.163  -0.760

Summary:
Molar mass   137.2 g mol⁻¹
LUMO level (spin up / spin down)   -2.68 / -3.62 eV
<S²>   1.76
Gap between HOMO and LUMO (spin up / spin down)   0.2387 / 0.1968 Eh
Spin multiplicity   2


Name the least stable of them. <ii>.


<i>
# C3Cl3O

A 2-piece molecular cluster, C3Cl3O overall (wB97M-V/def2-TZVPD, OMol25).

Each line ends with the Mulliken charge.
Element x y z (Å)
1 C -1.133 -0.307 -0.108  -0.170
2 C 2.235 0.135 -0.206  0.725
3 C -2.235 -0.076 0.364  0.487
4 O 3.076 -0.412 -0.736  -0.084
5 Cl 0.187 -1.301 -0.249  -0.079
6 Cl 1.539 1.339 0.515  0.157
7 Cl -3.670 0.621 0.421  -0.036

Summary:
Molar mass   158.4 g mol⁻¹
Total charge   +1
LUMO level   -6.37 eV
Gap between HOMO and LUMO   0.2798 Eh


<ii>
# C3Cl3O

An isolated ion of composition C3Cl3O and charge +1 (wB97M-V/def2-TZVPD, OMol25).

Each line ends with the Mulliken charge.
Element x y z (Å)
1 C -0.180 0.644 -0.094  0.301
2 C 0.877 -0.702 -0.220  0.442
3 C -1.397 0.381 0.243  0.401
4 O 0.748 -1.238 -1.228  -0.220
5 Cl 0.735 1.995 -0.272  -0.007
6 Cl 1.940 -0.749 1.033  0.042
7 Cl -2.723 -0.332 0.538  0.041

Summary:
Molar mass   158.4 g mol⁻¹
Total charge   +1
LUMO level   -7.49 eV
Gap between HOMO and LUMO   0.2881 Eh


Name the least stable of them. <i>.


<i>
# C4H4N2O2

A single C4H4N2O2 molecule (wB97M-V/def2-TZVPD, OMol25).

Each line ends with the Mulliken charge.
Element x y z (Å)
1 C 0.396 1.033 -0.127  0.902
2 C 0.483 0.193 -1.249  -0.495
3 C -0.200 -1.031 -1.091  -0.181
4 C -0.916 -0.524 0.977  0.550
5 H 2.058 2.017 -0.906  0.370
6 H 0.896 0.681 -2.252  0.186
7 H -0.105 -2.079 -1.609  0.333
8 H -1.190 -0.755 3.149  0.401
9 N -0.779 -1.391 0.011  -0.462
10 N -0.222 0.653 1.135  -0.481
11 O 1.254 2.079 -0.116  -0.540
12 O -1.677 -0.875 2.077  -0.582

Summary:
Molar mass   112.1 g mol⁻¹
LUMO level   0.23 eV
SMILES   Oc1ccnc(O)n1
Gap between HOMO and LUMO   0.3640 Eh


<ii>
# C4H4N2O2

A single C4H4N2O2 molecule (wB97M-V/def2-TZVPD, OMol25).

Each line ends with the Mulliken charge.
Element x y z (Å)
1 C -0.792 0.460 -0.016  0.689
2 C 0.280 1.433 0.008  0.033
3 C 1.851 -0.259 0.015  -0.262
4 C 0.895 -1.188 -0.016  -0.252
5 H -2.404 -1.052 0.120  0.397
6 H 0.004 2.491 -0.012  0.396
7 H 2.902 -0.496 -0.048  0.360
8 H 1.112 -2.264 -0.004  0.369
9 N -1.997 0.828 -0.018  -0.420
10 N 1.527 1.139 -0.007  -0.532
11 O -2.911 -0.209 -0.005  -0.343
12 O -0.467 -0.884 -0.017  -0.434

Summary:
Molar mass   112.1 g mol⁻¹
LUMO level   -0.04 eV
SMILES   O/N=c1/cncco1
Gap between HOMO and LUMO   0.3263 Eh


Name the least stable of them. <ii>.